[1]
The following is a quantum chemistry calculation of a molecular structure, C42H36AsIrN2OSSi, from the Open Molecules 2025 dataset.

Computed properties:
LUMO (spin up / spin down): 0.08207 / 0.08207 Ha
orbital gap (spin up / spin down): 4.961 / 5.028 eV
energy relative to the best compared isomer or geometry (same formula, charge and spin): 1.8374 eV
total charge: -1
2S+1: 2
E_HOMO (spin up / spin down): -2.728 / -2.794 eV

Positions of all 85 atoms, in Å:
Ir1 -0.45611 -1.07534 1.10371
C1 5.06717 -3.91848 -0.46256
Si1 4.17995 -4.09445 1.19291
C2 5.47437 -4.49994 2.50850
C3 2.96048 -5.51674 1.11330
C4 3.40755 -2.43821 1.63515
C5 4.17932 -1.45486 2.25252
C6 3.64973 -0.21056 2.59478
C7 2.32490 0.04165 2.30496
N1 1.56466 -0.86776 1.69231
C8 2.07809 -2.08527 1.35905
S1 0.79720 -2.97888 0.61028
H1 5.65430 -4.80914 -0.69618
H2 5.74401 -3.06157 -0.44724
H3 4.35061 -3.76371 -1.27093
H4 5.91180 -5.47965 2.30380
H5 5.02999 -4.53225 3.50444
H6 6.29170 -3.77672 2.52904
H7 3.51276 -6.45985 1.07352
H8 2.31787 -5.44959 0.23718
H9 2.30876 -5.53404 1.98728
H10 5.21719 -1.66129 2.49487
H11 4.25592 0.54787 3.07107
H12 1.83630 0.97787 2.53792
N2 -6.37416 6.45351 0.00659
C9 -5.85241 5.42882 0.11865
C10 -5.20838 4.17718 0.26515
C11 -4.98177 3.34418 -0.84537
C12 -4.34839 2.13716 -0.70781
C13 -3.90458 1.66346 0.56236
C14 -4.12558 2.53686 1.67054
C15 -4.75990 3.74139 1.52372
C16 -3.31271 0.42907 0.71303
C17 -2.76321 -0.69052 0.85655
H13 -5.30635 3.67147 -1.82554
H14 -4.17205 1.51534 -1.57660
H15 -3.78471 2.21800 2.64841
H16 -4.92033 4.37360 2.39012
O1 -0.33433 1.15764 1.05522
As1 0.12653 1.82089 -0.39018
C18 2.04988 1.90982 -0.44204
C19 2.76556 0.81651 -0.92310
C20 4.14735 0.80264 -0.82952
C21 4.81396 1.87656 -0.25381
C22 4.09976 2.96369 0.23332
C23 2.71608 2.97959 0.14439
C24 -0.35262 0.95547 -2.04191
C25 -1.42891 0.07939 -2.11384
C26 -1.77307 -0.47294 -3.33816
C27 -1.05641 -0.14589 -4.48153
C28 0.01001 0.74057 -4.40796
C29 0.36145 1.29456 -3.18859
C30 -0.50720 3.63078 -0.48387
C31 -1.44675 4.03366 0.45598
C32 -1.96269 5.31978 0.39638
C33 -1.54269 6.19082 -0.59825
C34 -0.59910 5.78503 -1.53463
C35 -0.07847 4.50335 -1.48081
H17 2.24120 -0.03151 -1.35061
H18 4.70151 -0.05412 -1.19105
H19 5.89390 1.86298 -0.17710
H20 4.62017 3.79734 0.68745
H21 2.15566 3.82405 0.53069
H22 -1.97399 -0.18249 -1.22170
H23 -2.60230 -1.16662 -3.38917
H24 -1.32633 -0.58506 -5.43361
H25 0.57097 0.99605 -5.29779
H26 1.20726 1.97150 -3.13390
H27 -1.77051 3.33725 1.21680
H28 -2.70700 5.62896 1.11524
H29 -1.95671 7.18971 -0.64827
H30 -0.27347 6.46806 -2.30878
H31 0.66003 4.18952 -2.21007
C36 -2.24458 -1.93097 0.95286
C37 -2.90305 -3.18509 0.71843
C38 -4.28212 -3.18481 0.40772
C39 -4.96970 -4.36021 0.17686
C40 -4.31697 -5.58628 0.25629
C41 -2.96478 -5.60764 0.57987
C42 -2.26811 -4.43544 0.81062
H32 -4.79412 -2.23185 0.34734
H33 -6.02611 -4.32338 -0.06460
H34 -4.85448 -6.50887 0.07456
H35 -2.44604 -6.55634 0.65971
H36 -1.22265 -4.47527 1.08560

Atom charges from the Mulliken analysis, given in e for atoms 1 to 4: atom 1 (Ir): 0.665, atom 2 (C): -1.068, atom 3 (Si): 0.102, atom 4 (C): -1.127



[2]
The following is a quantum chemistry calculation of a molecular structure, C34H54HgN3O2P2, from the Open Molecules 2025 dataset.

Computed properties:
LUMO: -0.11231 Ha
orbital gap: 5.335 eV
total charge: +1
E_HOMO: -8.391 eV

Positions of all 96 atoms, in Å:
C1 1.51053 0.72850 -2.21419
C2 0.45571 -1.37181 -2.37531
C3 2.06393 0.60869 -3.49656
C4 0.85368 -1.45771 -3.73840
C5 1.67068 -0.48738 -4.27869
H1 2.73882 1.37572 -3.85523
H2 0.51247 -2.33365 -4.28972
H3 2.01482 -0.56652 -5.30717
N1 0.76648 -0.23381 -1.68004
P1 0.13755 2.39088 -0.46782
P2 -0.51442 -2.53436 0.02053
C6 1.71514 1.96821 -1.33734
H4 2.44082 1.73488 -0.54588
H5 2.12160 2.81199 -1.91193
C7 -1.12857 0.49933 2.83820
O1 -1.23698 -0.43309 3.51187
C8 -0.19342 -2.43608 -1.70588
H6 -0.43972 -3.30004 -2.33207
C9 0.95361 -3.64494 0.61518
C10 -2.17522 -3.45813 0.25759
C11 0.57408 3.54268 0.94670
C12 -0.84830 3.21672 -1.84412
C13 1.12064 -3.38606 2.12206
H7 0.24350 -3.71270 2.69421
H8 1.99184 -3.94594 2.49225
H9 1.28554 -2.32453 2.32995
C14 0.72287 -5.13400 0.33187
H10 -0.09724 -5.57881 0.90292
H11 0.56102 -5.31215 -0.73803
H12 1.63784 -5.68011 0.60697
C15 2.22366 -3.27560 -0.17101
H13 3.09681 -3.74839 0.30377
H14 2.16299 -3.63716 -1.20445
H15 2.39743 -2.20058 -0.20322
C16 -2.30293 -3.88799 1.73211
H16 -2.16570 -3.03356 2.41086
H17 -3.31831 -4.28268 1.88776
H18 -1.59874 -4.68015 2.01300
C17 -3.33495 -2.50072 -0.05416
H19 -3.33537 -1.62846 0.60764
H20 -3.30358 -2.14638 -1.09069
H21 -4.28288 -3.04219 0.09459
C18 -2.34924 -4.65924 -0.67952
H22 -1.59034 -5.43643 -0.55815
H23 -3.32244 -5.11873 -0.44590
H24 -2.37176 -4.34766 -1.73016
C19 -2.06025 3.93234 -1.23167
H25 -2.65777 4.34463 -2.05704
H26 -2.69314 3.22985 -0.67554
H27 -1.77794 4.76897 -0.58180
C20 -1.35444 2.15591 -2.83653
H28 -0.53149 1.68236 -3.38343
H29 -1.95589 1.38440 -2.33957
H30 -1.99452 2.66920 -3.56979
C21 0.01159 4.20867 -2.63946
H31 -0.63839 4.67503 -3.39224
H32 0.43004 5.00735 -2.02004
H33 0.82845 3.71070 -3.17339
C22 1.73262 2.95263 1.76935
H34 2.65442 2.86752 1.18074
H35 1.93633 3.62901 2.61371
H36 1.49411 1.96373 2.17421
C23 -0.65722 3.68085 1.86440
H37 -0.95311 2.71131 2.29772
H38 -0.38845 4.36225 2.68513
H39 -1.51975 4.11297 1.34254
C24 1.00391 4.91667 0.42272
H40 1.84569 4.84510 -0.27969
H41 0.18273 5.47307 -0.04564
H42 1.34446 5.51354 1.28198
Hg1 -0.58450 0.11136 0.37136
N2 1.83193 -0.21140 1.19887
C25 2.97001 -0.52138 1.22626
C26 4.34254 -0.65281 1.60222
C27 4.72909 -0.14154 2.85104
C28 5.29752 -1.22123 0.74075
C29 6.06505 -0.19873 3.24850
H43 3.97131 0.31059 3.49253
C30 6.63347 -1.28859 1.14718
H44 4.98689 -1.58463 -0.24003
C31 7.01448 -0.78886 2.40212
H45 6.35951 0.22549 4.20920
H46 7.38719 -1.71786 0.48359
H47 8.06205 -0.84562 2.71822
C32 -4.38172 1.40067 1.56091
N3 -5.02956 1.32966 0.25223
C33 -6.45902 1.58984 0.14291
C34 -4.33745 0.87463 -0.80740
O2 -3.12784 0.56848 -0.75860
H48 -5.08372 1.90340 2.23710
H49 -3.43951 1.97215 1.50036
H50 -4.14828 0.39405 1.95020
H51 -6.64899 2.26801 -0.70092
H52 -7.01801 0.66018 -0.04400
H53 -6.79788 2.04416 1.07865
H54 -4.94052 0.80207 -1.73432

Atom charges from the Mulliken analysis, given in e for atoms 1 to 4: atom 1 (C): -0.404, atom 2 (C): 0.127, atom 3 (C): -0.990, atom 4 (C): -1.118



[3]
The following is a quantum chemistry calculation of a single C21H19N3O4 molecule, from the Open Molecules 2025 dataset.

Computed properties:
LUMO: 0.00558 Ha
orbital gap: 8.286 eV
energy relative to the best compared isomer or geometry (same formula, charge and spin): 2.1528 eV
E_HOMO: -8.135 eV

Positions of all 47 atoms, in Å:
C1 2.95490 -0.47005 3.79152
O1 2.91717 -0.87994 2.44399
C2 1.84069 -0.54267 1.68726
C3 0.74488 0.18633 2.14021
C4 -0.30016 0.47785 1.28707
C5 -0.27760 0.05101 -0.04001
C6 -1.35825 0.35031 -0.94819
N1 -2.35014 1.06841 -0.59411
N2 -3.32778 1.31017 -1.47413
C7 -4.48433 2.00716 -1.26787
O2 -5.30838 1.97463 -2.18702
C8 -4.72398 2.73253 -0.01513
C9 -3.71205 3.04373 0.89797
C10 -3.99265 3.70952 2.07042
C11 -5.29988 4.08013 2.36278
C12 -6.31156 3.80839 1.47050
C13 -6.04464 3.15427 0.26466
O3 -7.06612 2.94977 -0.57138
C14 0.82324 -0.68558 -0.48815
C15 1.87291 -0.98409 0.35244
C16 3.06822 -1.77221 -0.10035
O4 2.92659 -2.15072 -1.45826
C17 3.93632 -2.86523 -1.97981
C18 3.83220 -3.26087 -3.32041
C19 4.86500 -3.99386 -3.86044
C20 5.96197 -4.31121 -3.06412
C21 5.96246 -3.87122 -1.75612
N3 4.97679 -3.16461 -1.21951
H1 2.12622 -0.89690 4.36470
H2 2.93695 0.62049 3.88018
H3 3.89710 -0.84789 4.18485
H4 0.69840 0.52935 3.16152
H5 -1.15192 1.03520 1.64221
H6 -1.28666 -0.06612 -1.96090
H7 -3.28070 0.86909 -2.40006
H8 -2.69848 2.76115 0.66875
H9 -3.19637 3.94465 2.76011
H10 -5.52344 4.59401 3.28600
H11 -7.33046 4.10317 1.66645
H12 -6.70482 2.54867 -1.39916
H13 0.86435 -1.03060 -1.50937
H14 3.98181 -1.17657 0.02648
H15 3.18731 -2.66673 0.52489
H16 2.95868 -2.98606 -3.88836
H17 4.82326 -4.31828 -4.89005
H18 6.78761 -4.88350 -3.45526
H19 6.78532 -4.08507 -1.08683

Atom charges from the Mulliken analysis, given in e for atoms 1 to 4: atom 1 (C): -0.953, atom 2 (O): -0.434, atom 3 (C): 0.619, atom 4 (C): -0.832